The following is a DFT calculation (the ωB97M-V functional and the def2-TZVPD basis) of a 16-piece molecular cluster, C95H223N11O18 overall at a distorted geometry.

Each line ends with the Löwdin charge.
Element x y z (Å)
C  -33.75793  18.06342  10.23303  -0.026
C  -33.24387  19.39133  10.71176  -0.302
C  -31.94220  19.93400  9.98723  -0.111
O  -31.77124  21.31105  10.43948  -0.208
C  -30.57962  21.44903  11.15638  -0.125
N  -34.28781  20.51197  10.62716  0.255
H  -34.61562  20.54024  9.67561  0.175
H  -34.92918  20.40267  11.37944  0.167
H  -33.77577  21.34547  10.85406  0.141
H  -34.72508  17.90933  10.71929  0.097
H  -33.12448  17.20763  10.38053  0.099
H  -34.04664  18.14971  9.14609  0.117
H  -32.99447  19.36993  11.78321  0.158
H  -32.15375  19.97000  8.88317  0.153
H  -31.09193  19.34440  10.27015  0.123
H  -29.64829  21.15560  10.62458  0.097
H  -30.49815  20.97822  12.19089  0.113
H  -30.47492  22.51082  11.24349  0.081
C  -26.88602  24.59387  11.80532  -0.043
C  -27.61596  25.15980  12.99601  -0.369
C  -27.66860  24.14547  14.13869  -0.167
O  -28.38295  22.95481  13.68033  -0.248
C  -29.07673  22.40887  14.79415  -0.112
N  -26.89176  26.37300  13.48868  0.055
H  -25.91712  26.11777  13.59487  0.053
H  -26.65352  28.32202  13.16617  0.070
H  -27.17568  26.52274  14.44163  0.076
H  -25.85902  24.29138  12.02564  0.070
H  -26.72988  25.32376  10.98844  0.068
H  -27.41902  23.68759  11.43791  0.088
H  -28.63759  25.46674  12.78741  0.143
H  -28.22866  24.43160  15.00704  0.107
H  -26.69699  23.84984  14.49646  0.125
H  -29.94067  23.06023  15.09532  0.108
H  -28.40117  22.31848  15.67076  0.100
H  -29.48430  21.41338  14.59606  0.081
C  -24.42272  26.78000  10.17080  -0.031
C  -23.02554  26.24790  9.93090  -0.309
C  -21.99270  26.85640  10.83840  -0.201
O  -20.75032  26.23108  10.56503  -0.165
C  -19.64951  27.02456  11.00038  -0.070
N  -23.05104  24.73327  9.98012  0.228
H  -22.28923  24.34276  9.43838  0.114
H  -22.82011  24.44624  10.99240  0.108
H  -23.92527  24.34075  9.55458  0.099
H  -24.34460  27.88884  9.97696  0.100
H  -24.70191  26.59276  11.22894  0.082
H  -25.05664  26.28982  9.46232  0.060
H  -22.73348  26.58163  8.91645  0.141
H  -22.26868  26.80245  11.88817  0.114
H  -22.01304  27.90899  10.60889  0.122
H  -19.69426  27.29267  12.03041  0.057
H  -19.57857  27.97738  10.43283  0.090
H  -18.72143  26.44661  10.91555  0.092
C  -20.21007  20.66513  12.21822  -0.085
C  -20.61724  20.48509  10.81302  -0.285
C  -21.94541  19.83095  10.62038  -0.154
C  -23.08532  20.87077  10.80570  -0.114
N  -24.43496  20.23942  11.00150  -0.186
C  -25.47562  21.35392  11.14017  -0.096
C  -26.39930  20.89756  12.24887  -0.143
C  -25.35364  20.34874  13.17199  -0.175
C  -24.51469  19.44653  12.32767  -0.063
C  -24.79079  19.30218  9.86464  -0.111
C  -24.78324  20.02323  8.49977  -0.209
C  -25.15577  18.98812  7.40011  -0.081
H  -19.27911  21.21130  12.19646  0.070
H  -20.21417  19.74383  12.77442  0.086
H  -20.94500  21.33068  12.62790  0.057
H  -19.86483  19.94253  10.25420  0.118
H  -20.58690  21.47154  10.40766  0.087
H  -22.15130  19.05415  11.33797  0.107
H  -21.94630  19.47026  9.57737  0.122
H  -23.15883  21.63004  9.97688  0.145
H  -22.94767  21.48894  11.68866  0.095
H  -25.97933  21.55889  10.21699  0.109
H  -24.94068  22.18345  11.58719  0.112
H  -26.99887  20.05565  11.87167  0.125
H  -27.06698  21.66621  12.66648  0.100
H  -25.79587  19.75510  13.96821  0.131
H  -24.81017  21.16692  13.66710  0.130
H  -25.05348  18.48955  12.17104  0.153
H  -23.53720  19.31520  12.77769  0.129
H  -25.76511  18.95328  10.07367  0.117
H  -24.06184  18.47612  9.82949  0.145
H  -23.78976  20.39843  8.21985  0.105
H  -25.56594  20.80032  8.47227  0.101
H  -26.15694  18.55835  7.62238  0.091
H  -24.43076  18.20128  7.22372  0.078
H  -25.23016  19.48710  6.45274  0.064
C  -16.66045  23.36575  12.67444  -0.109
C  -15.98989  22.22571  13.36798  -0.252
C  -16.09727  22.23717  14.94912  -0.144
C  -15.01576  21.21166  15.37053  -0.091
N  -14.89558  20.81983  16.88879  -0.228
C  -14.43879  22.08136  17.64858  -0.063
C  -12.95874  21.79768  17.99466  -0.149
C  -12.95272  20.30288  18.16296  -0.136
C  -13.76625  19.84538  16.97794  -0.106
C  -16.17676  20.20883  17.29549  -0.147
C  -16.16825  19.46764  18.65931  -0.210
C  -17.59983  19.17776  19.13036  -0.076
H  -16.04287  24.23896  12.47595  0.059
H  -17.59163  23.73809  13.14112  0.084
H  -16.98743  23.02612  11.70559  0.060
H  -14.93917  22.15861  13.12369  0.104
H  -16.31136  21.25847  12.94754  0.115
H  -17.13118  21.99840  15.14829  0.106
H  -15.93751  23.24324  15.26164  0.094
H  -14.00842  21.61159  15.21093  0.135
H  -15.14518  20.21428  14.90045  0.151
H  -14.96179  22.06321  18.62521  0.139
H  -14.53630  23.04357  17.07281  0.141
H  -12.70407  22.29947  18.94031  0.133
H  -12.29427  22.21896  17.20645  0.133
H  -13.47071  20.06859  19.09388  0.120
H  -11.98322  19.82635  18.11663  0.137
H  -14.19283  18.86568  17.11562  0.130
H  -13.20648  19.94756  16.07916  0.127
H  -16.45133  19.47511  16.56323  0.132
H  -16.93133  21.01410  17.19409  0.138
H  -15.58031  20.02358  19.38032  0.098
H  -15.65799  18.50562  18.42119  0.125
H  -18.01535  18.55784  18.35028  0.074
H  -18.21866  20.05693  19.31323  0.082
H  -17.56442  18.54203  20.02406  0.093
C  -29.51311  33.29653  9.92406  -0.104
C  -30.25249  32.03562  9.46250  -0.236
C  -29.40053  31.22010  8.49264  -0.188
C  -30.05438  29.89651  8.11205  -0.133
N  -29.17332  28.93395  7.38181  -0.198
C  -29.93835  27.64790  7.26198  -0.103
C  -29.31969  26.83313  8.34038  -0.144
C  -27.83668  27.12930  8.24168  -0.157
C  -27.85230  28.60772  8.12854  -0.087
C  -28.88314  29.52910  5.97756  -0.093
C  -27.92302  28.64860  5.16214  -0.229
C  -28.14288  29.08540  3.69176  -0.071
H  -29.24089  34.02184  9.13138  0.089
H  -28.57714  33.05340  10.42796  0.056
H  -30.03752  33.87098  10.72341  0.090
H  -31.25120  32.29467  9.06091  0.128
H  -30.40439  31.31302  10.27591  0.114
H  -28.42247  31.01154  8.98474  0.119
H  -29.16372  31.66517  7.53828  0.104
H  -30.89165  30.09385  7.43850  0.146
H  -30.47097  29.30349  8.89146  0.125
H  -29.82658  27.21539  6.25401  0.140
H  -30.99496  27.89114  7.27296  0.140
H  -29.48109  25.76589  8.26769  0.123
H  -29.60399  27.10910  9.36714  0.134
H  -27.33434  26.63498  7.37188  0.124
H  -27.33573  26.79062  9.14629  0.097
H  -27.05453  29.01876  7.56514  0.110
H  -27.91284  29.06394  9.13279  0.109
H  -28.52398  30.56215  6.09283  0.134
H  -29.87175  29.58915  5.50269  0.142
H  -28.10077  27.56699  5.25527  0.102
H  -26.89842  28.66235  5.54697  0.092
H  -27.78566  30.13143  3.60440  0.095
H  -29.20877  28.97728  3.42123  0.093
H  -27.57257  28.46653  3.01225  0.075
C  -14.04749  26.96846  6.71940  -0.058
C  -14.73229  27.94746  7.62193  -0.143
N  -14.62350  27.51198  9.11807  -0.242
C  -15.42314  26.21728  9.32092  0.031
C  -13.18094  27.19660  9.49834  -0.147
C  -12.11155  28.33550  9.29908  -0.017
C  -15.28659  28.55966  10.05010  -0.050
C  -14.88917  28.51124  11.55732  -0.182
O  -15.03060  27.20991  12.09070  -0.227
C  -15.21938  27.22393  13.49971  -0.090
H  -14.54209  25.98756  6.67803  0.086
H  -13.00040  26.85939  6.84254  0.065
H  -14.18271  27.43561  5.72366  0.111
H  -15.80701  27.99659  7.41736  0.094
H  -14.23828  28.92306  7.63253  0.129
H  -15.58046  26.18633  10.38182  0.071
H  -14.85001  25.36588  8.92429  0.111
H  -16.34993  26.28011  8.76270  0.098
H  -12.86114  26.32711  8.88833  0.124
H  -13.29280  26.81351  10.51625  0.116
H  -12.46949  29.28883  9.69503  0.076
H  -11.91391  28.43993  8.23751  0.079
H  -11.26316  28.16506  9.88491  0.067
H  -16.35636  28.50651  9.82198  0.130
H  -14.87475  29.49994  9.73217  0.120
H  -15.56723  29.24091  12.01860  0.107
H  -13.84133  28.80538  11.67173  0.126
H  -15.01457  26.19282  13.82505  0.076
H  -16.23501  27.55031  13.82853  0.092
H  -14.47269  27.77207  14.11690  0.100
C  -13.86460  32.33933  17.67328  -0.046
C  -14.39487  32.13952  16.22841  -0.129
N  -15.55729  33.14770  15.81528  -0.245
C  -15.98116  32.74371  14.42903  0.002
C  -16.66647  33.07759  16.86735  -0.118
C  -17.36110  31.70894  16.77231  -0.042
C  -14.94647  34.56575  15.80012  -0.083
C  -15.69838  35.60759  14.98882  -0.214
O  -17.07070  35.72513  15.30134  -0.205
C  -17.47439  37.06450  15.31652  -0.089
H  -14.52837  31.76771  18.33534  0.081
H  -13.93712  33.38122  17.96774  0.067
H  -12.80402  31.99208  17.73726  0.109
H  -14.83946  31.13243  16.16012  0.117
H  -13.65158  32.22864  15.45887  0.115
H  -16.15684  31.67099  14.35641  0.072
H  -15.27844  33.10543  13.71175  0.103
H  -16.97575  33.15394  14.23517  0.121
H  -17.26550  33.91405  16.54962  0.113
H  -16.19774  33.23506  17.83462  0.119
H  -16.79918  30.89980  17.24319  0.089
H  -17.47998  31.49403  15.72896  0.021
H  -18.40321  31.81099  17.01317  0.078
H  -13.89235  34.46323  15.42002  0.160
H  -14.84348  34.84131  16.84961  0.125
H  -15.50427  35.37528  13.92789  0.129
H  -15.13074  36.55224  15.23039  0.155
H  -18.56401  37.05173  15.18100  0.101
H  -17.07703  37.60577  14.44924  0.099
H  -17.13661  37.51709  16.26708  0.111
C  -18.22114  21.09624  6.28567  -0.056
C  -18.72129  22.43455  5.71942  -0.115
N  -20.23296  22.68795  6.02611  -0.224
C  -21.14859  21.64076  5.41034  0.032
C  -20.52809  22.75619  7.49093  -0.210
C  -19.51344  23.44001  8.36757  -0.059
C  -20.71593  24.14367  5.52287  -0.032
C  -20.37167  24.39831  4.04614  -0.223
O  -21.03285  23.59691  3.11647  -0.159
C  -22.43241  23.98014  3.06837  -0.068
H  -17.15483  20.99097  5.95752  0.104
H  -18.70549  20.23803  5.84905  0.067
H  -18.13312  20.99218  7.38194  0.074
H  -18.70144  22.56241  4.61668  0.132
H  -18.22297  23.33299  6.18893  0.111
H  -22.17241  21.90446  5.69288  0.105
H  -20.84107  20.65442  5.79903  0.099
H  -20.93372  21.63273  4.35115  0.102
H  -20.68844  21.71549  7.81805  0.123
H  -21.46311  23.26424  7.58252  0.077
H  -19.97529  23.64246  9.29791  0.046
H  -19.13309  24.33938  7.87781  0.055
H  -18.69068  22.75002  8.71551  0.095
H  -20.06371  24.81077  6.07492  0.086
H  -21.78586  24.09774  5.77499  0.090
H  -19.32726  24.24878  3.89477  0.093
H  -20.54289  25.46690  3.93995  0.128
H  -23.00766  23.43514  2.29548  0.105
H  -22.52483  25.01929  2.75029  0.087
H  -23.00883  23.86895  4.00137  0.075
C  -19.00112  29.80660  4.23417  -0.037
C  -19.87726  30.75176  5.07837  -0.136
N  -19.80347  30.59777  6.60617  -0.224
C  -18.37164  30.94184  7.10814  0.057
C  -20.88876  31.51529  7.18823  -0.138
C  -20.99502  31.54815  8.71932  -0.051
C  -19.99622  29.12232  7.08852  -0.078
C  -21.14637  28.39715  6.51912  -0.225
O  -22.41162  28.95280  6.76697  -0.183
C  -23.45172  28.18638  6.14896  -0.062
H  -19.25873  28.76432  4.45906  0.062
H  -17.94066  29.90567  4.41688  0.073
H  -19.14470  30.02533  3.15483  0.109
H  -20.89233  30.60602  4.80255  0.113
H  -19.63453  31.79244  4.90409  0.130
H  -17.69623  30.21968  6.61949  0.095
H  -18.42330  30.92097  8.21743  0.109
H  -18.17547  31.97046  6.80579  0.110
H  -21.74821  31.03475  6.73840  0.106
H  -20.71860  32.49600  6.79333  0.126
H  -22.00130  31.86327  9.02417  0.091
H  -20.25258  32.21202  9.18270  0.085
H  -20.76450  30.56194  9.12316  0.049
H  -20.06842  29.12469  8.17239  0.110
H  -19.03576  28.66340  6.89061  0.091
H  -21.08743  27.37679  6.92169  0.137
H  -21.01108  28.21345  5.45372  0.117
H  -24.36863  28.73505  6.27436  0.076
H  -23.50232  27.15488  6.55624  0.089
H  -23.26334  27.95636  5.11809  0.085
C  -23.04338  26.39686  17.43439  -0.048
C  -22.66474  27.83529  17.81435  -0.105
N  -23.07606  28.83321  16.69484  -0.220
C  -24.63312  28.82860  16.61599  0.057
C  -22.59549  30.23405  17.11347  -0.148
C  -22.56797  31.24225  15.99455  -0.040
C  -22.57270  28.36925  15.32673  -0.085
C  -21.08893  28.35547  15.11351  -0.195
O  -20.61669  27.17215  15.71235  -0.185
C  -19.24363  26.86511  15.50655  -0.083
H  -23.16942  25.73727  18.27396  0.093
H  -22.34496  25.83972  16.87471  0.029
H  -23.96873  26.34229  16.87555  0.074
H  -21.58506  27.93533  17.87845  0.121
H  -23.05606  28.17910  18.75354  0.129
H  -24.93836  29.68475  16.02795  0.099
H  -25.05058  28.80563  17.61380  0.119
H  -24.83648  27.98666  16.02844  0.059
H  -21.64729  30.05626  17.58700  0.117
H  -23.20998  30.57198  17.96111  0.145
H  -22.17642  32.16456  16.42685  0.107
H  -23.53172  31.39078  15.57555  0.073
H  -21.90776  30.93507  15.22656  0.044
H  -23.03820  29.00764  14.55929  0.139
H  -23.01120  27.37558  15.15086  0.121
H  -20.50007  29.26508  15.41435  0.146
H  -20.96491  28.24551  14.04797  0.096
H  -18.81080  26.09798  16.13927  0.085
H  -18.49182  27.66410  15.58849  0.085
H  -19.02713  26.51222  14.49227  0.077
C  -19.87497  30.61636  12.47562  -0.019
C  -18.27107  30.33961  12.71971  -0.655
O  -17.90095  30.16255  13.93686  -0.119
O  -17.67634  30.18078  11.61416  -0.087
H  -19.99833  30.98505  11.46415  0.026
H  -20.13360  31.41669  13.17619  0.048
H  -20.54178  29.75757  12.76232  0.038
C  -25.98421  23.94472  6.29863  -0.015
C  -24.91640  23.84531  7.33745  -0.735
O  -25.28211  23.59004  8.49751  -0.074
O  -23.68888  24.00283  7.00244  -0.091
H  -25.64236  24.59822  5.52144  0.063
H  -26.93580  24.31118  6.67031  0.059
H  -26.14508  22.94963  5.85917  0.092
C  -16.71919  25.83397  4.59528  -0.009
C  -17.48719  26.33774  5.81247  -0.726
O  -18.16175  25.49071  6.45627  -0.103
O  -17.43496  27.53178  6.14275  -0.077
H  -16.19262  26.63633  4.02658  0.090
H  -17.42446  25.41436  3.89345  0.051
H  -15.99253  25.02828  4.88083  0.092
C  -25.05942  30.56385  11.47652  0.007
C  -25.94705  29.43518  11.74271  -0.577
O  -26.14846  29.16010  13.05993  0.070
O  -26.51797  28.83904  10.86578  0.062
H  -24.16150  30.71918  12.09408  0.083
H  -25.57575  31.54224  11.55429  0.109
H  -24.64598  30.50725  10.44179  0.095
C  -22.67456  23.85521  14.79088  0.002
C  -23.00280  24.35344  13.39166  -0.744
O  -22.67879  23.59931  12.44705  -0.071
O  -23.62054  25.40514  13.27442  -0.032
H  -23.58396  23.47264  15.29168  0.086
H  -22.34739  24.66412  15.45279  0.038
H  -21.89200  23.08994  14.78605  0.074

Results
LUMO level	-0.29845	hartree
frontier orbital gap	0.3096	hartree
charge	+6
HOMO level	-16.55	eV